No. 1
DFT (ωB97M-V/def2-TZVPD) results for a molecular structure, C30H33N7O3ReSeSi in a non-equilibrium geometry.

Geometry as XYZ:
```
76
C30H33N7O3ReSeSi | the Open Molecules 2025 dataset | ωB97M-V/def2-TZVPD
Re -0.046 0.495 -0.172
O -0.743 1.988 1.039
N -2.017 2.365 1.070
N -2.708 1.475 0.301
O -2.005 0.765 -0.644
C -3.974 1.902 -0.041
C -4.738 1.256 -1.041
C -5.872 1.851 -1.553
C -6.347 2.972 -0.923
C -5.634 3.547 0.154
C -4.458 2.978 0.624
H -4.214 0.398 -1.487
H -6.325 1.442 -2.488
H -7.236 3.476 -1.302
H -6.086 4.390 0.622
H -3.873 3.432 1.427
C -0.863 -3.921 -1.837
Si 0.049 -2.386 -2.339
C -1.086 -1.382 -3.344
C 1.644 -2.641 -3.269
N 0.495 -1.422 -0.748
C 1.465 -1.997 0.119
C 1.697 -3.411 0.309
C 2.923 -3.907 0.754
C 3.903 -3.004 1.142
C 3.619 -1.646 1.130
C 2.428 -1.175 0.692
O 2.032 0.197 0.835
C 2.369 0.856 2.008
C 2.409 0.232 3.275
C 2.716 0.992 4.421
C 2.913 2.392 4.347
C 2.768 2.992 3.100
C 2.588 2.209 1.937
H -0.196 -4.812 -1.848
H -1.741 -4.116 -2.466
H -1.329 -3.861 -0.805
H -1.278 -2.023 -4.250
H -0.744 -0.441 -3.832
H -2.070 -1.130 -2.963
H 1.319 -2.378 -4.326
H 1.961 -3.722 -3.290
H 2.468 -2.002 -2.873
H 0.808 -4.012 0.022
H 3.141 -4.976 0.644
H 4.897 -3.301 1.503
H 4.454 -0.970 1.443
H 2.335 -0.851 3.357
H 2.783 0.478 5.395
H 3.012 2.923 5.268
H 2.953 4.014 3.005
H 2.535 2.754 1.001
C -3.370 -1.338 3.332
N -2.002 -1.907 3.197
C -1.594 -3.202 3.875
C -1.241 -1.302 2.314
N -0.652 -0.568 1.660
H -3.977 -1.978 3.988
H -3.808 -1.236 2.313
H -3.371 -0.305 3.740
H -1.799 -4.061 3.169
H -1.985 -3.162 4.934
H -0.494 -3.116 3.918
Se -0.925 3.243 -2.009
N 0.832 1.464 -1.349
C 1.818 2.051 -2.170
C 3.086 1.544 -2.088
C 4.030 2.101 -2.984
C 3.652 2.900 -4.066
C 2.347 3.286 -4.242
C 1.426 2.963 -3.262
N 0.228 3.509 -3.279
H 3.354 0.756 -1.373
H 5.089 1.984 -2.757
H 4.311 3.185 -4.871
H 1.944 3.906 -5.095
```

Computed properties:
⟨S²⟩	4.002
2S+1	4
total charge	+2
relative energy (zero: lowest compared OMol25 entry of this formula, charge and spin)	0.0000	eV
frontier orbital gap (alpha / beta)	0.206 / 0.205	hartree

Here are the Mulliken charges for atoms 1 to 2, given in e: number 1, Re, carries 1.24; number 2, O, carries -0.31

=====

No. 2
DFT (ωB97M-V/def2-TZVPD) results for a molecular structure, C30H34BrCl2N4O8SSm in a non-equilibrium geometry.

Geometry as XYZ:
```
81
C30H34BrCl2N4O8SSm | the Open Molecules 2025 dataset | ωB97M-V/def2-TZVPD
Sm 2.099 -0.637 -0.913
O 2.496 2.103 3.984
C 1.505 1.279 4.331
C 1.101 1.091 5.710
C 0.016 0.226 5.926
C -0.623 -0.523 4.905
C -0.118 -0.422 3.595
C 0.889 0.458 3.271
C 1.224 0.765 1.856
O 0.794 -0.103 0.840
N 2.725 0.901 1.875
N 3.147 1.216 0.554
C 4.385 1.613 0.310
C 4.940 1.791 -1.044
Br 4.445 0.307 -2.272
C 5.971 2.618 -1.337
C 6.206 3.892 -0.855
C 5.356 4.445 0.037
C 5.466 5.769 0.478
C 6.439 6.554 -0.137
C 7.478 5.972 -0.848
C 7.289 4.659 -1.295
H 2.866 1.681 2.958
H 1.559 1.556 6.636
H -0.302 -0.039 6.921
H -1.434 -1.261 5.131
H -0.650 -0.891 2.802
H 0.809 1.782 1.589
H 3.131 -0.051 2.081
H 5.074 1.763 1.139
H 6.509 2.402 -2.280
H 4.553 3.827 0.498
H 4.750 6.259 1.208
H 6.542 7.595 0.164
H 8.366 6.545 -1.114
H 7.958 4.143 -2.028
N -0.416 -4.146 -0.059
C 0.553 -4.611 0.851
C 2.012 -4.704 0.418
C 2.419 -3.264 -0.081
O 2.986 -2.361 0.605
O 2.106 -3.019 -1.285
H -1.295 -4.680 -0.093
H -0.040 -3.827 -0.934
H 0.274 -5.646 1.226
H 0.475 -3.985 1.744
H 2.278 -5.416 -0.418
H 2.530 -5.054 1.350
Cl -3.667 3.438 2.728
C -4.530 1.818 2.926
Cl -3.441 0.480 3.228
H -4.950 1.526 2.033
H -5.292 1.998 3.704
C -8.629 -0.881 -1.160
C -7.237 -1.193 -1.645
C -6.163 -1.264 -0.740
C -4.909 -1.817 -1.082
C -4.782 -2.341 -2.407
C -5.791 -2.043 -3.301
C -7.036 -1.638 -2.966
S -3.207 -3.035 -2.890
O -3.406 -3.596 -4.202
O -2.565 -3.721 -1.745
N -2.428 -1.567 -3.015
C -1.789 -1.146 -4.211
C -0.629 -0.134 -4.065
C 0.193 -0.171 -2.785
O 1.230 0.535 -2.713
O -0.073 -0.955 -1.786
H -8.636 -0.805 -0.030
H -9.320 -1.714 -1.437
H -9.065 0.077 -1.644
H -6.364 -1.049 0.270
H -4.102 -1.873 -0.390
H -5.609 -2.294 -4.346
H -7.883 -1.757 -3.642
H -1.834 -1.387 -2.149
H -2.576 -0.689 -4.902
H -1.579 -2.105 -4.617
H -0.930 0.891 -4.101
H 0.157 -0.160 -4.918
```

Computed properties:
⟨S²⟩	8.758
2S+1	6
total charge	0
relative energy (zero: lowest compared OMol25 entry of this formula, charge and spin)	2.1944	eV
frontier orbital gap (alpha / beta)	0.195 / 0.195	hartree

Here are the Mulliken charges for atoms 1 to 2, given in e: number 1, Sm, carries 0.79; number 2, O, carries -0.82

=====

No. 3
DFT (ωB97M-V/def2-TZVPD) results for a molecular structure, C30H34BrCl2N4O8SSm in a non-equilibrium geometry.

Geometry as XYZ:
```
81
C30H34BrCl2N4O8SSm | the Open Molecules 2025 dataset | ωB97M-V/def2-TZVPD
Sm 1.125 0.090 0.586
O -1.012 5.743 0.078
C 0.335 5.798 -0.101
C 0.797 7.072 -0.473
C 2.096 7.207 -0.872
C 2.970 6.087 -0.770
C 2.530 4.870 -0.300
C 1.183 4.671 -0.001
C 0.598 3.348 0.513
O 1.532 2.340 0.421
N -0.688 2.990 -0.135
N -0.952 1.675 0.268
C -2.196 1.336 0.158
C -2.835 0.130 0.706
Br -1.574 -0.851 1.821
C -4.168 -0.142 0.602
C -5.185 0.840 0.142
C -5.023 2.214 0.440
C -5.932 3.190 0.047
C -7.011 2.853 -0.721
C -7.238 1.522 -1.063
C -6.327 0.546 -0.630
H -1.232 4.768 0.274
H 0.061 7.881 -0.588
H 2.525 8.152 -1.196
H 3.964 6.227 -1.051
H 3.178 4.030 -0.266
H 0.317 3.487 1.594
H -0.539 3.039 -1.140
H -2.908 1.937 -0.419
H -4.449 -1.218 0.721
H -4.124 2.430 1.064
H -5.682 4.231 0.248
H -7.734 3.636 -1.046
H -8.131 1.233 -1.662
H -6.479 -0.468 -1.011
N 3.312 0.908 2.547
C 3.198 0.146 3.777
C 3.584 -1.315 3.548
C 2.849 -2.052 2.411
O 3.390 -3.093 1.950
O 1.724 -1.556 1.977
H 4.007 0.582 1.849
H 3.397 1.908 2.664
H 2.163 0.239 4.137
H 3.756 0.655 4.568
H 3.464 -1.861 4.494
H 4.620 -1.343 3.292
Cl 1.101 -0.055 -5.511
C 0.352 1.463 -4.852
Cl -0.314 1.236 -3.139
H -0.506 1.744 -5.468
H 1.138 2.214 -4.796
C -3.090 -7.082 1.196
C -1.776 -6.337 0.946
C -0.826 -6.077 1.969
C 0.339 -5.389 1.724
C 0.589 -5.001 0.393
C -0.269 -5.415 -0.625
C -1.478 -6.093 -0.404
S 1.375 -3.241 -1.363
O 1.724 -4.355 -0.016
O 0.694 -2.059 -0.671
N 3.034 -3.232 -1.674
C 3.620 -2.229 -2.559
C 4.453 -1.122 -1.882
C 3.766 -0.286 -0.835
O 4.377 0.120 0.176
O 2.523 -0.054 -1.110
H -3.851 -6.662 0.568
H -3.475 -7.129 2.273
H -2.967 -8.139 0.884
H -1.097 -6.334 2.990
H 0.976 -5.049 2.523
H 0.013 -5.186 -1.663
H -2.238 -6.274 -1.162
H 3.426 -3.454 -0.765
H 2.757 -1.838 -3.136
H 4.228 -2.810 -3.276
H 4.762 -0.462 -2.700
H 5.383 -1.524 -1.484
```

Computed properties:
⟨S²⟩	8.760
2S+1	6
total charge	0
relative energy (zero: lowest compared OMol25 entry of this formula, charge and spin)	0.6409	eV
frontier orbital gap (alpha / beta)	0.236 / 0.236	hartree

Here are the Mulliken charges for atoms 1 to 2, given in e: number 1, Sm, carries 1.02; number 2, O, carries -0.72

=====

> 2S+1 of number 3 (C30H34BrCl2N4O8SSm)?

6

=====

> What is the total charge in the first record?

+2